C7H6 | ωB97M-V/def2-TZVPD

Last column: natural (NBO) charge in e.
Element x y z (Å)
C1 -0.4227 2.6981 0.6544  -0.22
C2 2.7421 -0.5033 -0.0538  -0.48
C3 -0.1094 1.6612 0.1073  -0.01
C4 1.5998 0.1051 -0.3129  0.17
C5 -2.7430 -1.7310 -0.5874  -0.22
C6 -2.0666 -1.3441 0.3158  -0.20
C7 0.3517 0.4352 -0.4532  -0.39
H1 -0.7707 3.4289 1.2813  0.23
H2 3.6572 -0.1981 -0.6602  0.23
H3 -3.3977 -2.3294 -1.0734  0.22
H4 2.8356 -1.0706 0.8103  0.22
H5 -1.3472 -1.0576 0.9271  0.21
H6 -0.3291 -0.0944 -0.9554  0.25

The value obtained for the total energy is -7349.3502 eV. The HOMO energy comes out at -9.200 eV. As for the net charge: 0. The calculation puts the molar mass at 90.12 g/mol. As for the structure (SMILES): C#CC=C=C.C#C.

=====

C21H24FN3O2 | ωB97M-V/def2-TZVPD

Last column: natural (NBO) charge in e.
Element x y z (Å)
C1 -4.2896 3.1299 2.8375  -0.64
C2 -2.9518 3.7999 2.7928  -0.05
C3 -2.7915 5.0908 3.2862  0.04
N1 -1.6481 5.7498 3.3008  -0.41
C4 -0.5779 5.1371 2.8269  0.03
C5 -0.6112 3.8552 2.3055  -0.25
C6 -1.8186 3.1682 2.2719  0.01
C7 -1.8919 1.7709 1.7130  -0.26
N2 -0.8751 1.5019 0.7142  -0.44
C8 0.1720 0.7106 1.0649  0.70
O1 0.2377 0.2153 2.1735  -0.63
C9 1.2252 0.4743 -0.0170  -0.31
C10 0.7877 -0.6515 -0.9588  -0.20
N3 0.8811 -1.9630 -0.3614  -0.44
C11 1.8169 -2.3401 0.5478  0.70
O2 1.9970 -3.5122 0.8234  -0.64
C12 2.5516 -1.2404 1.2750  -0.50
C13 2.5918 0.1038 0.5622  -0.39
H1 2.9203 0.8738 1.2631  0.22
H2 3.3111 0.0678 -0.2608  0.21
H3 2.0271 -1.1256 2.2274  0.27
H4 3.5592 -1.5967 1.4943  0.23
C14 0.1023 -2.9998 -1.0196  -0.24
C15 0.6673 -3.3336 -2.3749  -0.11
C16 0.1480 -2.7864 -3.5402  0.39
C17 0.6762 -3.0560 -4.7885  -0.28
C18 1.7725 -3.8953 -4.8803  -0.19
C19 2.3210 -4.4467 -3.7335  -0.22
C20 1.7728 -4.1677 -2.4944  -0.18
H5 2.1959 -4.5903 -1.5957  0.24
H6 3.1777 -5.0990 -3.8062  0.22
H7 2.1968 -4.1158 -5.8478  0.22
H8 0.2298 -2.6095 -5.6631  0.23
F1 -0.9191 -1.9501 -3.4592  -0.34
H9 -0.9334 -2.6581 -1.1060  0.21
H10 0.1477 -3.8804 -0.3750  0.26
H11 1.4148 -0.6132 -1.8639  0.20
H12 -0.2521 -0.5104 -1.2718  0.21
H13 1.3337 1.3887 -0.6068  0.23
C21 -1.0014 2.2267 -0.5305  -0.41
H14 -0.9232 1.5646 -1.3930  0.21
H15 -1.9813 2.6993 -0.5544  0.22
H16 -0.2498 3.0164 -0.6213  0.20
H17 -2.8758 1.5844 1.2727  0.20
H18 -1.7327 1.0537 2.5262  0.27
H19 0.2930 3.3900 1.9434  0.21
H20 0.3444 5.7010 2.8683  0.19
H21 -3.6392 5.6266 3.6952  0.19
H22 -4.6613 2.9348 1.8312  0.22
H23 -5.0105 3.7621 3.3495  0.22
H24 -4.2246 2.1787 3.3637  0.22

The value obtained for the total energy is -33450.5483 eV. The HOMO energy comes out at -9.199 eV. As for the net charge: 0. The calculation puts the molar mass at 369.44 g/mol. As for the structure (SMILES): Cc1cnccc1CN(C)C(=O)[C@H]1CCC(=O)N(Cc2ccccc2F)C1.

=====

C4H5NO2 | ωB97M-V/def2-TZVPD

Last column: natural (NBO) charge in e.
Element x y z (Å)
O1 1.2886 1.6355 1.1454  -0.53
C1 0.5889 1.0169 0.3892  0.66
N1 0.9801 0.3519 -0.8427  -0.65
C2 0.4405 -0.9225 -0.3313  -0.27
C3 -1.0384 -0.5753 -0.2580  0.05
O2 -1.4251 -0.4867 1.1069  -0.46
C4 -0.9350 0.6884 0.4536  -0.05
H1 1.9782 0.3095 -1.0416  0.38
H2 0.7011 -0.9052 0.7596  0.20
H3 0.8184 -1.8394 -0.7717  0.23
H4 -1.7736 -0.7974 -1.0273  0.21
H5 -1.6237 1.5244 0.4178  0.22

The value obtained for the total energy is -9811.4584 eV. The HOMO energy comes out at -9.790 eV. As for the net charge: 0. The calculation puts the molar mass at 99.09 g/mol. As for the structure (SMILES): O=C1NC[C@H]2O[C@@H]12.

=====

C2H2NO2 | ωB97M-V/def2-TZVPD

Last column: natural (NBO) charge in e.
Element x y z (Å)
C1 1.8871 -0.0138 0.5739  0.66
C2 -0.0515 0.0583 0.4212  0.92
N1 -1.0235 0.0000 -0.4631  -0.70
O1 0.8712 1.0013 0.6029  -0.45
O2 1.0226 -1.0652 0.5279  -0.43
H1 -1.7077 -0.8472 -0.6518  0.52
H2 -0.9983 0.8665 -1.0110  0.47

The value obtained for the total energy is -7678.6817 eV. The HOMO energy (alpha / beta) comes out at -16.953 / -16.952 eV. As for the net charge: +1. The calculation puts the molar mass at 72.04 g/mol.